# 1
Density functional theory data (ωB97M-V/def2-TZVPD) for 3 unconnected molecules or ions with the total composition C4H13NO2 in a non-equilibrium geometry.

XYZ file:
```
20
Properties=species:S:1:pos:R:3:forces:R:3:mulliken_charge:R:1
C 0.7941 -1.6573 -1.4263 0.78 -0.69 -1.72 -1.26
C 1.1186 -0.8425 -0.2035 0.51 0.40 0.77 -0.09
C 0.5396 0.5635 -0.3505 -1.15 -0.81 0.21 -0.64
C 0.9252 1.6667 0.3186 0.33 -3.18 -0.01 -0.19
N 0.3709 2.9282 0.2087 0.07 0.51 0.02 -0.53
H 1.1196 -1.1644 -2.3744 -0.37 0.10 0.70 0.32
H 1.3526 -2.6103 -1.5042 -0.37 0.25 0.55 0.36
H -0.2706 -1.8759 -1.5377 0.06 0.08 0.13 0.24
H 2.1881 -0.6938 -0.1192 0.46 -0.41 0.08 0.38
H 0.8076 -1.4247 0.7030 -0.03 0.83 -0.52 0.19
H -0.3242 0.4168 -1.0169 0.14 1.33 0.08 0.43
H 1.7135 1.3770 1.0424 -0.25 1.14 -0.14 0.32
H 0.7641 3.5930 0.8554 0.08 0.13 -0.17 0.24
H 0.4463 3.2461 -0.7454 -0.24 0.36 0.04 0.24
O -1.2223 -0.3390 2.2258 -0.43 0.97 0.20 -0.62
H -1.9350 -0.0750 2.8264 -0.07 -0.64 0.05 0.30
H -0.9721 0.5514 1.9308 0.53 -0.33 -0.40 0.31
O -2.7004 -0.9746 -0.4667 -0.02 0.03 -0.18 -0.66
H -2.6837 -1.9333 -0.5613 0.08 0.15 0.14 0.31
H -2.0318 -0.7518 0.1950 -0.09 -0.21 0.18 0.35
```
Positions in Å, forces in eV/Å.

Properties
F_max: 3.200 eV/A
structure (SMILES): CC/C=C/N.O.O
charge: 0
E: -9943.0083 eV

# 2
Density functional theory data (ωB97M-V/def2-TZVPD) for 16 unconnected molecules or ions with the total composition C2H35NO17 in a non-equilibrium geometry.

XYZ file:
```
55
Properties=species:S:1:pos:R:3:forces:R:3:mulliken_charge:R:1
O -2.5318 -0.1479 1.3614 0.24 -0.30 -0.56 -0.48
C -1.4715 0.1592 1.8603 -0.66 0.56 0.90 0.60
O -1.5193 0.9867 2.9177 0.11 -0.07 -0.41 -0.50
C -0.1386 -0.3608 1.4059 -0.08 -0.43 -0.09 0.57
N 0.2297 0.2778 0.1429 0.25 -0.20 -0.05 0.01
H -0.6358 1.3384 3.1409 0.46 -0.12 0.26 0.48
H 0.6508 -0.3220 2.1559 -0.29 0.49 0.37 0.07
H -0.2738 -1.4284 1.2676 -0.17 0.07 -0.39 -0.70
H 1.1907 -0.0081 -0.0167 -0.01 0.06 -0.45 0.17
H 0.2615 1.2882 0.2698 -0.04 -0.07 0.05 0.02
H -3.4261 -1.8440 3.0870 -0.30 -0.08 -0.17 0.34
H -2.5920 -1.0385 4.0296 0.18 -0.10 0.07 0.30
O -2.6542 -1.9260 3.6524 -0.09 0.27 0.36 -0.68
H -2.4819 2.8508 0.5824 0.09 0.11 0.13 0.26
H -2.1101 2.5333 -0.8334 -0.02 -0.03 0.10 0.37
O -1.8267 3.0893 -0.0826 -0.20 0.10 0.07 -0.65
H 3.9853 0.5102 -2.3942 0.69 0.05 -0.37 0.46
H 4.0602 -0.9437 -2.3901 0.58 -0.44 -0.33 0.33
O 4.2479 -0.2209 -3.0057 -0.71 0.13 0.85 -0.74
H 1.3279 1.9970 2.4651 0.03 0.48 0.06 0.31
H 1.8233 1.0963 3.5846 0.03 -0.02 0.13 0.35
O 1.2010 1.8204 3.4106 -0.17 -0.27 -0.37 -0.72
H 4.0724 2.2379 -0.6763 0.01 -0.14 -0.08 0.32
H 3.0974 2.1778 -1.9062 -0.14 -0.43 0.73 0.39
O 3.5458 1.6314 -1.2101 -0.29 0.75 -0.15 -0.71
H -4.2573 -2.6136 -0.6605 0.47 0.37 -0.05 0.32
H -3.6481 -1.5498 0.3771 0.37 0.29 -0.47 0.34
O -4.2790 -2.2538 0.2289 -0.69 -0.52 0.69 -0.63
H -1.7420 -1.1337 -0.9872 -0.07 -0.21 0.32 0.30
H -1.1020 -1.0528 -2.3007 -0.13 -0.40 -0.18 0.32
O -1.9582 -1.2991 -1.9161 0.52 0.48 0.15 -0.78
H 0.9838 3.1424 -0.2684 0.45 0.07 -0.17 0.25
H -0.1854 3.5845 0.5177 0.07 -0.13 0.23 0.38
O 0.7646 3.3820 0.6365 -0.17 -0.08 -0.04 -0.64
H 1.7049 -1.3619 -4.2247 -0.04 -0.09 -0.24 0.31
H 2.4366 -0.7314 -3.0707 -0.28 -0.28 -0.32 0.33
O 1.7085 -1.3564 -3.2664 -0.08 0.31 0.43 -0.63
H -2.1599 -3.1010 1.8492 -0.01 -0.10 -0.84 0.34
H -1.5212 -3.6882 2.9646 0.47 -0.44 0.01 0.36
O -1.4800 -3.7736 1.9979 -0.48 0.41 0.70 -0.72
H 0.0878 0.4666 -3.3908 0.06 -0.33 -0.11 0.34
H -0.6192 0.6376 -4.7504 -0.20 0.11 -0.08 0.32
O 0.1433 0.9184 -4.2418 -0.38 -0.29 0.01 -0.67
H -3.9144 1.0083 -0.9020 -0.16 0.00 0.13 0.31
H -2.7338 0.3815 -1.6412 -0.15 0.05 -0.16 0.42
O -3.1724 1.2337 -1.4664 0.06 -0.12 -0.34 -0.72
H 1.1143 -3.9281 0.4473 0.06 0.17 0.07 0.29
H 0.1155 -3.3061 1.4224 0.21 -0.23 -0.11 0.34
O 1.0002 -3.1617 1.0226 0.04 -0.13 -0.02 -0.62
H 2.7359 -0.8930 2.4129 0.09 -0.37 0.10 0.33
H 3.0315 -1.3160 3.8760 -0.06 -0.11 -0.18 0.33
O 3.0811 -0.5815 3.2566 -0.09 0.44 0.04 -0.65
H 2.6711 2.2666 -3.8786 -0.25 0.08 -0.03 0.31
H 1.1999 1.9417 -3.6315 -0.13 0.17 -0.23 0.35
O 1.9620 2.3841 -3.2310 0.99 0.50 0.06 -0.71
```
Positions in Å, forces in eV/Å.

Properties
F_max: 1.248 eV/A
charge: 0
E: -38941.6346 eV

# 3
Density functional theory data (ωB97M-V/def2-TZVPD) for a molecular structure, C35H46AuClN6OP.

XYZ file:
```
91
Properties=species:S:1:pos:R:3:forces:R:3:mulliken_charge:R:1
Au -0.4091 -0.1005 -0.6127 -0.42 0.08 0.23 0.71
C -4.8057 -2.0251 1.5130 0.02 0.01 0.10 -1.12
C -4.5615 -2.1893 2.9949 -0.07 -0.04 -0.07 1.36
C -5.6396 -2.1827 3.8815 0.01 0.00 0.02 -0.64
C -5.4668 -2.3710 5.2460 -0.05 -0.01 -0.03 -0.68
C -4.1928 -2.5687 5.7618 0.03 0.00 0.02 -0.64
C -3.1030 -2.5544 4.9055 0.01 0.03 0.06 -0.83
C -3.2833 -2.3664 3.5382 0.18 0.02 0.00 -0.03
N -2.1140 -2.3801 2.7040 -0.21 0.13 -0.10 0.41
C -1.7429 -1.3644 1.8731 0.02 -0.04 0.17 0.20
N -2.3377 -0.1818 2.1420 0.13 0.21 -0.32 0.37
C -2.4286 1.0185 1.3927 0.06 -0.18 0.06 0.81
C -1.7705 1.2421 0.1921 0.21 -0.05 0.03 -0.75
C -1.9638 2.4370 -0.4947 -0.05 0.00 -0.01 -0.52
C -2.8107 3.4084 0.0168 -0.05 -0.02 0.01 -0.97
C -3.4367 3.1893 1.2393 -0.02 0.09 0.01 -0.92
C -3.2537 2.0101 1.9468 -0.13 0.07 0.12 1.21
C -3.9239 1.7954 3.2849 -0.01 0.01 -0.04 -1.58
N -0.8313 -1.5280 0.9522 -0.06 -0.33 -0.13 0.13
C -0.2914 -2.8352 0.7276 -0.08 0.14 -0.03 -0.97
C -1.0414 -3.7996 0.0550 -0.06 0.00 0.04 0.27
C -0.5153 -5.0624 -0.1735 -0.04 0.00 0.03 -1.01
C 0.7752 -5.3517 0.2511 0.00 0.01 0.10 -0.87
C 1.5225 -4.3811 0.9079 0.01 -0.02 0.01 -0.96
C 1.0075 -3.1110 1.1654 0.14 0.07 0.04 1.25
C 1.8109 -2.0564 1.8889 -0.03 -0.08 -0.09 -1.00
H -5.7736 -2.4473 1.2436 0.03 0.02 0.03 0.57
H -4.0419 -2.5277 0.9185 0.00 0.01 0.03 -0.05
H -4.8140 -0.9713 1.2159 0.02 -0.05 0.03 0.20
H -6.6398 -2.0465 3.4815 0.08 -0.02 0.03 0.45
H -6.3301 -2.3778 5.9054 0.13 0.02 -0.11 0.41
H -4.0462 -2.7229 6.8254 -0.01 0.01 -0.12 0.40
H -2.0958 -2.6859 5.2884 -0.09 0.01 -0.04 0.48
H -1.5951 -3.2367 2.6158 0.03 -0.13 -0.02 0.25
H -2.9534 -0.2249 2.9355 -0.08 0.04 0.11 -0.22
H -1.4509 2.6170 -1.4372 -0.07 -0.04 0.11 0.41
H -2.9812 4.3296 -0.5308 0.03 -0.08 0.08 0.43
H -4.0885 3.9521 1.6561 0.08 -0.08 -0.04 0.40
H -4.4226 2.7074 3.6095 0.01 -0.04 -0.02 0.43
H -3.1987 1.5239 4.0622 -0.08 0.05 -0.08 0.38
H -4.6861 1.0052 3.2484 0.10 0.07 -0.02 0.30
H -2.0416 -3.5431 -0.2846 0.09 -0.03 0.02 0.48
H -1.1046 -5.8117 -0.6920 0.05 0.07 0.06 0.41
H 1.2017 -6.3342 0.0723 -0.03 0.12 0.02 0.45
H 2.5310 -4.6134 1.2375 -0.08 0.02 -0.04 0.42
H 2.8011 -2.4374 2.1450 -0.07 0.00 -0.02 0.49
H 1.3165 -1.7451 2.8149 0.01 -0.04 -0.07 0.31
H 1.9265 -1.1596 1.2704 -0.02 -0.10 0.06 -0.01
Cl 4.0146 -4.9728 -2.1040 -0.01 -0.01 0.01 -0.20
C 2.8281 -3.7401 -2.3147 0.01 -0.01 -0.01 0.28
C 1.5231 -4.0987 -2.6404 -0.06 0.00 -0.08 -0.67
C 0.5679 -3.1175 -2.7770 -0.02 -0.08 0.03 -0.49
C 0.8990 -1.7546 -2.6145 -0.08 0.22 0.17 0.90
C -0.0890 -0.7257 -2.7348 0.29 -0.02 -0.47 -2.01
C 2.2416 -1.4257 -2.3016 0.12 0.12 -0.08 0.45
C 3.1930 -2.4057 -2.1495 0.07 0.05 0.02 -0.90
H 1.2741 -5.1435 -2.7800 0.02 0.09 0.02 0.50
H -0.4528 -3.3872 -3.0238 0.05 0.01 0.01 0.43
H -1.0777 -1.0054 -3.0886 0.10 0.00 0.03 0.49
H 0.2632 0.2549 -3.0793 -0.10 -0.21 0.18 0.56
H 2.5062 -0.3831 -2.1510 -0.05 -0.15 -0.03 0.22
H 4.2189 -2.1565 -1.9015 -0.10 -0.03 -0.04 0.49
C 1.5926 2.0381 2.8221 0.00 0.10 -0.06 -0.73
N 1.8030 2.7774 1.5754 -0.33 0.19 0.39 0.13
C 0.7438 3.7580 1.3143 0.06 -0.10 0.05 -0.58
P 2.5368 1.9660 0.3485 -0.13 -0.32 0.07 -0.04
O 1.8601 0.7027 -0.0912 0.14 0.22 -0.24 0.01
N 2.6305 3.0380 -0.8876 0.04 0.14 -0.51 0.28
C 3.4603 4.2365 -0.8235 -0.04 -0.11 0.01 -0.97
C 1.7257 2.9902 -2.0312 0.13 0.08 0.07 -0.65
N 4.0225 1.5997 0.9447 0.16 -0.10 0.29 0.33
C 4.6340 0.3003 0.6739 0.06 0.16 -0.11 -0.40
C 4.8131 2.4623 1.8193 -0.06 -0.20 -0.04 -1.27
H 1.5653 2.7328 3.6620 -0.01 0.04 0.02 0.39
H 2.4023 1.3295 2.9921 0.02 0.02 -0.05 0.31
H 0.6472 1.4834 2.7993 -0.01 0.00 -0.03 0.01
H 0.8083 4.5733 2.0370 0.03 -0.01 0.04 0.41
H -0.2517 3.3052 1.3920 0.11 0.00 0.01 -0.02
H 0.8462 4.1813 0.3161 0.02 -0.04 0.06 0.18
H 4.1684 4.1877 0.0037 -0.11 -0.05 -0.07 0.20
H 2.8479 5.1354 -0.6970 0.00 0.00 0.01 0.34
H 4.0334 4.3426 -1.7472 -0.01 -0.01 -0.01 0.35
H 1.0596 2.1327 -1.9543 0.05 0.01 0.06 -0.26
H 2.2901 2.9073 -2.9651 -0.01 0.02 0.03 0.33
H 1.1171 3.9009 -2.0827 0.01 -0.03 0.01 0.40
H 3.9616 -0.3197 0.0866 -0.02 0.04 0.02 -0.27
H 4.8486 -0.2142 1.6143 -0.01 0.00 0.03 0.31
H 5.5744 0.4160 0.1289 0.02 0.03 0.00 0.33
H 4.2289 3.3145 2.1540 -0.06 0.03 -0.03 0.43
H 5.7137 2.8215 1.3158 0.02 0.00 -0.03 0.33
H 5.1280 1.9014 2.7047 -0.02 0.00 -0.02 0.38
```
Positions in Å, forces in eV/Å.

Properties
spin multiplicity: 3
F_max: 0.551 eV/A
charge: +1
E: -73529.0957 eV

Q: Which value of charge does entry 1 give?
A: 0

Q: Which of these has the highest charge?
A: C35H46AuClN6OP

Q: The highest charge belongs to which entry?
A: C35H46AuClN6OP